Record 1
ORCA calculation (the ωB97M-V functional and the def2-TZVPD basis) on a cluster of 2 separate species, C23H47BN4O10S2 in total.

Each line ends with the Löwdin charge.
Geometry (Å):
C1 0.34 -3.77 4.39  -0.1175
O1 1.75 -3.73 4.46  -0.1756
C2 2.29 -2.53 3.94  -0.2362
C3 2.15 -2.45 2.42  -0.1853
C4 2.83 -1.20 1.84  -0.2067
C5 2.97 -1.20 0.31  -0.1761
C6 1.64 -1.48 -0.44  -0.1546
C7 1.35 -0.49 -1.59  -0.1187
N1 -0.03 -0.20 -1.93  -0.0041
C8 -0.92 -1.32 -2.11  -0.1677
C9 -0.26 -2.56 -2.76  -0.6450
O2 0.16 -2.44 -3.93  -0.0048
O3 -0.19 -3.60 -2.05  -0.0234
C10 -1.60 -1.72 -0.80  -0.2061
N2 -2.85 -2.44 -1.19  0.0894
C11 -2.88 -3.62 -0.86  -0.7737
S1 -3.09 -5.03 -0.24  0.8192
N3 -2.06 -0.56 0.03  0.0108
C12 -2.43 -1.08 1.37  -0.1614
S2 -3.26 0.11 2.44  0.7107
O4 -2.38 0.56 3.46  -0.3029
O5 -3.93 1.09 1.65  -0.3045
C13 -1.20 0.68 0.02  -0.1154
C14 -0.12 0.83 1.10  -0.1202
C15 -0.24 2.21 1.80  -0.1594
C16 0.57 2.19 3.12  -0.1949
C17 -0.14 2.92 4.28  -0.1919
C18 0.87 3.56 5.26  -0.2811
N4 0.51 3.18 6.65  -0.0208
C19 -0.65 1.00 -1.44  -0.3705
C20 -1.88 1.41 -2.29  -0.1317
O6 -2.45 2.61 -1.84  -0.1449
C21 -2.90 3.37 -2.96  -0.0608
O7 0.17 2.11 -1.26  0.1640
B1 0.72 2.74 -2.37  -0.7850
O8 0.79 4.10 -2.38  0.2027
O9 1.21 2.05 -3.47  0.1964
H1 0.04 -4.54 3.67  0.0902
H2 -0.09 -4.05 5.36  0.0867
H3 -0.10 -2.82 4.08  0.0711
H4 3.36 -2.52 4.17  0.1256
H5 1.83 -1.65 4.40  0.1250
H6 1.07 -2.34 2.22  0.0810
H7 2.44 -3.39 1.94  0.1358
H8 3.85 -1.19 2.25  0.1146
H9 2.36 -0.29 2.21  0.0923
H10 3.71 -1.95 0.02  0.1138
H11 3.38 -0.22 0.03  0.1076
H12 1.75 -2.48 -0.88  0.1126
H13 0.85 -1.55 0.32  0.0725
H14 1.84 -0.90 -2.49  0.1364
H15 1.95 0.40 -1.38  0.1141
H16 -1.75 -1.11 -2.79  0.1473
H17 -1.01 -2.46 -0.25  0.1400
H18 -2.96 -0.28 -0.38  0.1721
H19 -1.56 -1.49 1.88  0.1165
H20 -3.12 -1.93 1.29  0.1179
H21 -4.22 -0.63 3.07  0.0945
H22 -1.89 1.51 0.22  0.1352
H23 -0.12 0.09 1.90  0.0958
H24 0.90 0.83 0.70  0.1140
H25 0.21 2.95 1.14  0.1196
H26 -1.29 2.45 2.00  0.0982
H27 1.51 2.72 2.96  0.1084
H28 0.85 1.18 3.42  0.1007
H29 -0.77 2.21 4.81  0.0928
H30 -0.72 3.74 3.85  0.1116
H31 1.88 3.18 5.06  0.0969
H32 0.91 4.65 5.15  0.1038
H33 0.82 3.90 7.30  0.0565
H34 -0.50 3.11 6.69  0.0487
H35 -1.65 1.39 -3.36  0.1435
H36 -2.66 0.63 -2.19  0.1303
H37 -2.05 3.81 -3.48  0.0912
H38 -3.49 2.73 -3.62  0.0963
H39 -3.59 4.14 -2.60  0.0965
H40 0.51 4.46 -3.23  0.1074
H41 0.52 1.55 -3.93  0.1051
C22 0.77 -0.66 -7.71  -0.0987
C23 1.95 -1.38 -7.09  -0.3290
O10 2.08 -1.06 -5.71  -0.0984
H42 0.88 0.42 -7.60  0.0679
H43 0.67 -0.89 -8.77  0.0680
H44 -0.16 -0.93 -7.21  0.0695
H45 2.88 -1.09 -7.58  0.1066
H46 1.83 -2.46 -7.19  0.1103
H47 1.26 -1.33 -5.27  0.0314

Results
- Structure (SMILES): COCCCCCCN1[C@@H](C(=O)[O-])[C@H](N=C=S)[N@@H+](C[SH](=O)=O)[C@@H](CCCCCN)[C@@]1(COC)OB(O)O.CCO
- Gap between HOMO and LUMO: 7.936 eV
- 2S+1: 1
- LUMO energy: -0.0217 Ha

Record 2
ORCA calculation (the ωB97M-V functional and the def2-TZVPD basis) on the molecule C5H5NO3.

Each line ends with the natural charge from an NBO analysis.
Geometry (Å):
C1 0.16 -0.99 0.81  -0.2704
C2 -0.42 0.21 1.28  -0.2300
C3 0.14 1.27 -0.90  -0.3089
C4 0.19 -1.10 -0.51  0.2069
C5 -0.40 1.26 0.40  0.2896
N1 0.59 -1.97 -1.39  0.3957
O1 0.14 -3.13 -1.20  -0.4212
O2 1.32 -1.60 -2.31  -0.4136
O3 -0.93 2.37 0.94  -0.6849
H1 0.50 -1.84 1.28  0.2553
H2 -0.79 0.35 2.37  0.2195
H3 1.00 0.82 -1.05  0.2275
H4 -0.34 1.95 -1.59  0.2371
H5 -1.15 2.40 1.87  0.4975

Results
- Gap between HOMO and LUMO: 7.330 eV
- ΔE to the lowest compared entry with this formula, charge and spin: 7.631 eV
- 2S+1: 1
- LUMO energy: -0.0546 Ha

Record 3
ORCA calculation (the ωB97M-V functional and the def2-TZVPD basis) on the ion C15H35ClN2O7PS with charge +1.

Each line ends with the natural charge from an NBO analysis.
Geometry (Å):
C1 4.60 -0.73 1.83  -0.6202
C2 3.74 0.20 2.66  -0.0701
O1 2.52 0.51 1.93  -0.8454
P1 2.05 2.02 1.82  2.4199
O2 1.74 2.74 3.06  -1.0578
C3 0.62 1.84 0.73  -0.8674
C4 -0.32 0.77 1.22  -0.2486
N1 -1.45 0.35 0.29  -0.2399
C5 -2.36 -0.54 1.11  -0.2197
C6 -3.47 -1.21 0.29  -0.4661
C7 -3.50 -2.73 0.42  -0.6874
S1 -4.12 -3.51 -1.06  2.3813
O3 -5.51 -3.20 -1.12  -0.8987
O4 -3.58 -4.83 -1.14  -0.9131
O5 -3.43 -2.62 -2.19  -0.9072
C8 -0.87 -0.38 -0.90  -0.2397
C9 -0.16 -1.70 -0.58  0.0741
O6 -0.35 -2.48 -1.77  -0.7264
C10 1.33 -1.54 -0.22  -0.2507
N2 1.57 -2.07 1.13  -0.8349
C11 -2.34 1.51 -0.22  -0.0093
Cl1 -2.75 2.58 1.13  0.0197
C12 -1.84 2.28 -1.45  -0.4629
C13 -2.42 1.77 -2.78  -0.6144
O7 3.14 2.77 0.93  -0.8127
C14 3.69 2.21 -0.27  -0.0664
C15 3.41 3.13 -1.44  -0.6296
H1 5.22 -0.19 1.12  0.2175
H2 5.25 -1.32 2.48  0.2378
H3 3.97 -1.42 1.27  0.1841
H4 4.26 1.14 2.90  0.2031
H5 3.44 -0.25 3.60  0.2032
H6 0.97 1.69 -0.30  0.2338
H7 0.16 2.83 0.79  0.2760
H8 0.21 -0.16 1.45  0.2753
H9 -0.80 1.09 2.15  0.2574
H10 -2.79 0.11 1.87  0.2515
H11 -1.72 -1.25 1.63  0.2311
H12 -3.40 -0.95 -0.76  0.2464
H13 -4.43 -0.81 0.62  0.2528
H14 -4.20 -3.07 1.19  0.2707
H15 -2.52 -3.17 0.66  0.2325
H16 -2.60 -3.02 -2.47  0.5274
H17 -1.66 -0.56 -1.63  0.2558
H18 -0.15 0.30 -1.36  0.2362
H19 -0.64 -2.21 0.25  0.1704
H20 0.19 -3.28 -1.71  0.4914
H21 1.59 -0.48 -0.20  0.1912
H22 1.93 -2.01 -1.00  0.1986
H23 1.09 -2.96 1.25  0.3585
H24 2.55 -2.25 1.29  0.3728
H25 -3.28 1.03 -0.48  0.2340
H26 -0.76 2.32 -1.50  0.2217
H27 -2.17 3.31 -1.30  0.2601
H28 -1.84 0.96 -3.22  0.2102
H29 -2.43 2.58 -3.51  0.2452
H30 -3.46 1.45 -2.66  0.2177
H31 3.29 1.21 -0.45  0.1672
H32 4.76 2.10 -0.12  0.2011
H33 3.89 4.10 -1.30  0.2353
H34 3.81 2.69 -2.36  0.2256
H35 2.34 3.30 -1.58  0.1995

Results
- Structure (SMILES): CCOP(=O)(CC[N@+](CCCS(=O)(=O)O)(C[C@@H](O)CN)[C@@H](Cl)CC)OCC
- Net charge: +1
- Gap between HOMO and LUMO: 10.779 eV
- 2S+1: 1
- LUMO energy: -0.0878 Ha

Record 4
ORCA calculation (the ωB97M-V functional and the def2-TZVPD basis) on a structure of composition C41H33N8O5SV.

Each line ends with the Löwdin charge.
Geometry (Å):
V1 0.74 -0.05 -0.45  0.9566
C1 6.23 -0.96 -0.71  -0.0973
C2 5.65 -0.84 -1.96  -0.0761
C3 4.38 -0.31 -2.10  -0.0437
C4 3.67 0.12 -0.98  -0.2524
C5 4.27 0.03 0.27  -0.0159
C6 5.54 -0.51 0.41  -0.0877
N1 2.36 0.67 -1.06  -0.0585
C7 2.18 1.92 -1.62  -0.1979
C8 2.99 2.61 -2.52  0.0056
C9 2.61 3.86 -2.96  -0.0662
C10 1.43 4.47 -2.52  -0.0906
C11 0.62 3.82 -1.61  -0.0088
C12 0.99 2.56 -1.18  -0.1910
N2 0.29 1.75 -0.30  -0.0734
N3 -0.63 2.25 0.43  0.1491
C13 -1.32 1.30 1.13  -0.3206
C14 -2.24 1.70 2.10  0.0104
C15 -2.97 0.74 2.77  -0.0493
C16 -2.77 -0.60 2.45  -0.0282
C17 -1.83 -0.92 1.49  -0.0800
N4 -1.11 -0.01 0.84  0.0731
H1 7.22 -1.39 -0.61  0.0993
H2 6.18 -1.18 -2.84  0.1026
H3 3.91 -0.24 -3.07  0.1063
H4 3.74 0.40 1.14  0.1138
H5 5.99 -0.60 1.39  0.1031
H6 3.90 2.15 -2.89  0.1082
H7 3.24 4.39 -3.67  0.1060
H8 1.16 5.45 -2.88  0.0992
H9 -0.30 4.27 -1.25  0.1094
H10 -2.34 2.76 2.31  0.1157
H11 -3.68 1.02 3.53  0.1109
H12 -3.32 -1.38 2.95  0.1109
H13 -1.65 -1.95 1.23  0.1066
O1 0.90 -2.46 -0.38  -0.0752
C18 1.33 -2.86 0.92  -0.2859
C19 1.23 -1.58 1.84  -0.5355
O2 1.00 -1.66 3.02  0.1133
O3 1.44 -0.49 1.17  -0.1321
C20 2.77 -3.37 0.90  -0.1298
C21 3.21 -4.11 -0.19  -0.0040
C22 4.49 -4.64 -0.20  -0.0649
C23 5.35 -4.43 0.87  -0.0858
C24 4.92 -3.67 1.95  -0.0755
C25 3.63 -3.15 1.97  -0.0267
C26 0.38 -3.94 1.43  -0.1237
C27 -0.79 -4.26 0.74  -0.0422
C28 -1.69 -5.18 1.26  -0.0810
C29 -1.43 -5.79 2.48  -0.0929
C30 -0.27 -5.49 3.17  -0.0668
C31 0.63 -4.57 2.65  -0.0103
H14 1.64 -2.42 -1.02  0.0581
H15 2.56 -4.29 -1.03  0.1265
H16 4.82 -5.23 -1.04  0.1060
H17 6.35 -4.84 0.86  0.1024
H18 5.59 -3.49 2.78  0.1065
H19 3.32 -2.56 2.82  0.1201
H20 -1.00 -3.80 -0.21  0.0913
H21 -2.60 -5.40 0.72  0.1009
H22 -2.14 -6.51 2.87  0.0998
H23 -0.06 -5.96 4.12  0.1046
H24 1.53 -4.33 3.19  0.1146
N5 -1.85 -5.84 -5.52  0.1026
C32 -1.32 -4.66 -5.03  -0.3184
C33 -1.25 -4.45 -3.64  -0.0169
C34 -0.63 -3.32 -3.14  -0.0555
C35 -0.09 -2.39 -4.01  -0.3043
C36 -0.17 -2.57 -5.38  -0.0521
C37 -0.78 -3.70 -5.89  -0.0243
S1 0.82 -1.04 -3.31  0.6763
O4 1.92 -1.68 -2.62  -0.3193
O5 1.18 -0.08 -4.32  -0.2658
N6 -0.10 -0.31 -2.13  -0.1866
C38 -1.37 0.09 -2.51  -0.4047
N7 -2.08 0.80 -1.63  0.1276
C39 -3.29 1.22 -1.99  -0.1136
C40 -3.83 0.94 -3.23  -0.0534
C41 -3.03 0.21 -4.08  -0.1112
N8 -1.82 -0.19 -3.75  0.1322
H25 -2.43 -6.38 -4.91  0.0897
H26 -2.10 -5.87 -6.49  0.0904
H27 -1.67 -5.18 -2.97  0.1107
H28 -0.56 -3.15 -2.08  0.0823
H29 0.25 -1.82 -6.04  0.1189
H30 -0.85 -3.85 -6.96  0.1107
H31 -3.82 1.79 -1.24  0.1122
H32 -4.82 1.28 -3.51  0.0975
H33 -3.35 -0.06 -5.08  0.1139

Results
- Gap between HOMO and LUMO (alpha / beta): 6.439 / 6.097 eV
- ΔE to the lowest compared entry with this formula, charge and spin: 0.950 eV
- 2S+1: 3
- Expectation value of S²: 2.039
- LUMO energy (alpha / beta): -0.0382 / -0.0527 Ha

Record 5
ORCA calculation (the ωB97M-V functional and the def2-TZVPD basis) on a structure of composition C4H4OS.

Each line ends with the natural charge from an NBO analysis.
Geometry (Å):
C1 0.39 0.48 -0.96  -0.2018
C2 0.91 -0.58 -0.34  -0.2314
C3 -0.82 0.81 -0.05  -0.0353
C4 0.04 -0.72 0.88  -0.0393
O1 -0.21 0.66 1.21  -0.5134
S1 -1.68 -0.89 0.06  0.1068
H1 0.62 1.07 -1.83  0.2259
H2 1.68 -1.30 -0.45  0.2265
H3 -1.31 1.73 -0.39  0.2218
H4 0.36 -1.25 1.87  0.2401

Results
- Gap between HOMO and LUMO: 8.857 eV
- ΔE to the lowest compared entry with this formula, charge and spin: 3.111 eV
- 2S+1: 1
- LUMO energy: 0.0128 Ha

Record 6
ORCA calculation (the ωB97M-V functional and the def2-TZVPD basis) on the molecule C2H8P2S2.

Each line ends with the natural charge from an NBO analysis.
Geometry (Å):
C1 -0.53 -1.43 -1.67  -1.1097
P1 0.10 -0.61 -0.37  0.9445
C2 1.46 0.78 -0.13  -0.8695
S1 0.87 2.46 0.29  0.0182
P2 -1.60 0.27 0.63  0.5781
S2 -2.90 0.93 -0.55  -0.5399
H1 -1.03 -0.82 -2.39  0.2424
H2 0.07 -2.26 -2.11  0.2465
H3 0.51 -1.54 0.45  -0.0345
H4 2.06 0.69 -1.15  0.2440
H5 2.16 0.51 0.60  0.2345
H6 -0.33 2.36 -0.09  0.1009
H7 -1.79 -0.69 1.47  -0.0523
H8 -1.11 1.37 1.37  -0.0032

Results
- Structure (SMILES): C=[P@@H](CS)[PH2]=S
- Gap between HOMO and LUMO: 8.676 eV
- ΔE to the lowest compared entry with this formula, charge and spin: 2.692 eV
- 2S+1: 1
- LUMO energy: 0.0210 Ha

The records above yield max |F| values of 2.21; 5.10; 0.56; 3.15; 2.43; 3.29 eV/Å, respectively.